[1]
Formula: C31H42BF2N5O3RhS
Source: the OMol25 dataset
Level of theory: the ωB97M-V functional and the def2-TZVPD basis

ORCA input file:
```
! RIJCOSX wB97M-V def2-TZVPD def2/J DEFGRID3
* xyz 1 5
Rh -1.971 2.340 -0.358
C 5.185 2.265 -3.818
O 4.019 1.773 -3.158
C 3.878 0.426 -3.050
C 4.799 -0.505 -3.491
C 4.556 -1.866 -3.305
C 3.409 -2.281 -2.662
C 2.487 -1.341 -2.203
C 2.703 0.011 -2.406
N 1.848 1.054 -1.969
C 0.581 0.994 -1.476
N -0.191 0.000 -1.957
C -1.535 -0.360 -1.681
C -2.415 0.374 -0.909
C -3.719 -0.110 -0.717
C -4.129 -1.291 -1.306
C -3.237 -2.023 -2.095
C -1.947 -1.559 -2.280
O -0.990 -2.178 -3.021
C -1.331 -3.403 -3.664
N 0.146 1.892 -0.625
C 1.086 2.686 0.102
C 2.127 2.120 0.831
C 2.982 2.900 1.599
C 2.788 4.269 1.647
C 1.738 4.850 0.944
C 0.886 4.062 0.183
O -0.173 4.549 -0.525
C -0.457 5.945 -0.440
H 5.250 1.874 -4.834
H 6.086 2.000 -3.262
H 5.083 3.344 -3.855
H 5.709 -0.184 -3.977
H 5.279 -2.590 -3.658
H 3.219 -3.336 -2.505
H 1.603 -1.680 -1.680
H 2.312 1.942 -1.854
H 0.224 -0.538 -2.703
H -4.420 0.455 -0.111
H -5.142 -1.652 -1.174
H -3.557 -2.950 -2.551
H -2.166 -3.265 -4.350
H -1.581 -4.166 -2.926
H -0.455 -3.705 -4.228
H 2.268 1.043 0.799
H 3.787 2.435 2.154
H 3.449 4.897 2.232
H 1.596 5.920 0.989
H -1.353 6.108 -1.030
H 0.363 6.531 -0.856
H -0.648 6.245 0.591
F -2.972 4.312 -2.483
B -3.211 3.887 -1.252
F -4.233 4.411 -0.599
C -1.774 -1.588 5.689
C -2.301 -2.759 4.856
C -3.387 -2.406 3.836
C -2.933 -1.669 2.583
N -2.630 -0.242 2.833
C -1.722 0.522 2.239
S -2.124 2.209 2.001
N -0.554 0.076 1.796
C 0.311 -1.011 2.296
C 1.012 -1.707 1.134
C 0.089 -2.595 0.294
C -0.185 -3.952 0.940
H -1.025 -1.928 6.406
H -2.584 -1.122 6.256
H -1.315 -0.808 5.079
H -2.716 -3.504 5.537
H -1.474 -3.259 4.341
H -4.173 -1.820 4.329
H -3.868 -3.324 3.490
H -3.718 -1.692 1.828
H -2.071 -2.144 2.135
H -3.429 0.293 3.144
H -0.064 0.772 1.245
H -0.263 -1.712 2.889
H 1.038 -0.556 2.968
H 1.830 -2.307 1.543
H 1.481 -0.939 0.508
H 0.546 -2.766 -0.683
H -0.850 -2.065 0.099
H 0.740 -4.524 1.046
H -0.877 -4.545 0.339
H -0.621 -3.861 1.937
*
```

Summary:
Lowest unoccupied orbital energy (alpha / beta) ... -1.7615 / -4.4783 eV
Maximum force ... 0.5 eV/Å
Kohn-Sham gap (alpha / beta) ... 8.03 / 6.11 eV
Molar mass ... 716.49 g mol⁻¹
⟨S²⟩ ... 6.011
ΔE to the lowest compared entry with this formula, charge and spin ... 0.004 eV

=====

[2]
Formula: C31H42N2NaO2P2S
Source: the OMol25 dataset
Level of theory: the ωB97M-V functional and the def2-TZVPD basis

ORCA input file:
```
! RIJCOSX wB97M-V def2-TZVPD def2/J DEFGRID3
* xyz 1 1
Na -0.158 0.229 0.205
C -1.895 3.868 -0.854
P -0.632 3.029 0.172
C 0.849 4.055 -0.171
C -1.074 3.602 1.868
C -1.287 4.969 2.073
C -1.617 5.472 3.317
C -1.736 4.606 4.396
C -1.521 3.254 4.211
C -1.191 2.727 2.958
P -0.892 0.913 2.818
C 0.368 0.674 4.129
C -2.386 0.224 3.630
H -1.920 4.946 -0.699
H -2.878 3.455 -0.630
H -1.674 3.672 -1.904
H 0.664 5.120 -0.024
H 1.161 3.891 -1.203
H 1.661 3.748 0.489
H -1.193 5.659 1.245
H -1.780 6.534 3.446
H -1.991 4.985 5.376
H -1.607 2.596 5.067
H 0.015 0.981 5.114
H 1.256 1.253 3.875
H 0.653 -0.378 4.168
H -2.611 0.703 4.582
H -2.221 -0.840 3.816
H -3.244 0.326 2.966
C -0.029 -3.742 3.993
C -0.756 -4.822 3.199
C -2.015 -4.310 2.515
N -1.714 -3.277 1.523
C -2.188 -3.134 0.289
S -2.121 -1.663 -0.522
N -2.770 -4.211 -0.328
C -2.427 -5.581 -0.292
O -3.226 -6.392 -0.677
C -1.060 -5.943 0.175
C 0.045 -5.143 -0.096
C 1.307 -5.557 0.301
C 1.463 -6.759 0.980
C 0.360 -7.561 1.242
C -0.899 -7.160 0.830
H 0.837 -4.156 4.508
H -0.680 -3.293 4.746
H 0.343 -2.947 3.338
H -1.050 -5.635 3.866
H -0.087 -5.249 2.448
H -2.692 -3.872 3.257
H -2.553 -5.121 2.034
H -1.275 -2.438 1.876
H -3.426 -3.976 -1.062
H -0.073 -4.212 -0.640
H 2.171 -4.947 0.077
H 2.449 -7.076 1.295
H 0.485 -8.504 1.759
H -1.768 -7.783 1.001
C 4.526 -0.903 -5.452
C 4.150 -0.634 -4.024
C 4.823 0.320 -3.270
C 4.486 0.578 -1.952
C 5.266 1.624 -1.191
C 3.409 -0.129 -1.376
C 3.028 0.192 -0.008
O 1.938 -0.035 0.497
C 2.722 -1.113 -2.118
C 1.604 -1.951 -1.551
C 3.115 -1.347 -3.424
H 5.408 -0.337 -5.746
H 3.707 -0.632 -6.120
H 4.730 -1.964 -5.603
H 5.639 0.872 -3.724
H 6.030 2.058 -1.832
H 5.770 1.199 -0.322
H 4.627 2.436 -0.841
H 3.797 0.670 0.615
H 1.723 -2.138 -0.484
H 1.563 -2.906 -2.073
H 0.631 -1.470 -1.695
H 2.604 -2.115 -3.995
*
```

Summary:
Lowest unoccupied orbital energy ... -2.6498 eV
Maximum force ... 0.5 eV/Å
Kohn-Sham gap ... 8.40 eV
Molar mass ... 591.69 g mol⁻¹
ΔE to the lowest compared entry with this formula, charge and spin ... 0.200 eV

=====

[3]
Formula: C31H42N3NiOP
Source: the OMol25 dataset
Level of theory: the ωB97M-V functional and the def2-TZVPD basis

ORCA input file:
```
! RIJCOSX wB97M-V def2-TZVPD def2/J DEFGRID3
* xyz -2 3
Ni 0.138 -0.512 0.005
N -3.905 0.208 0.320
N -0.955 -0.998 -2.726
C 1.782 -1.078 1.202
C 0.754 -2.077 1.352
C -0.397 -1.430 1.898
C -1.689 -2.073 2.274
H -1.762 -3.095 1.885
H -2.543 -1.493 1.886
H -1.780 -2.116 3.372
C -0.097 -0.034 2.061
C -1.056 1.007 2.494
H -0.832 1.404 3.499
H -2.071 0.621 2.492
H -1.054 1.849 1.786
C 1.253 0.185 1.646
C 2.009 1.451 1.792
H 1.326 2.311 1.751
H 2.761 1.557 1.002
H 2.526 1.472 2.765
C 0.868 -3.518 1.004
H 1.188 -4.098 1.884
H 1.610 -3.663 0.204
H -0.097 -3.923 0.660
C 3.210 -1.365 0.928
H 3.728 -0.440 0.644
H 3.300 -2.084 0.101
H 3.702 -1.786 1.824
C -5.022 0.807 -0.098
H -5.930 0.688 0.501
C -5.023 1.655 -1.239
H -5.952 2.151 -1.514
C -3.815 1.959 -1.887
H -3.776 2.631 -2.756
C -2.643 1.422 -1.387
H -1.658 1.622 -1.763
C -2.742 0.534 -0.318
C -1.739 -0.391 0.042
H -2.038 -1.399 -0.365
C 0.094 -0.901 -1.907
C -0.701 -1.886 -3.725
H -1.546 -2.302 -4.278
C 0.659 -2.015 -3.772
H 1.217 -2.604 -4.469
N 1.208 -1.362 -2.652
C 2.624 -1.301 -2.391
C 3.376 -2.478 -2.581
C 4.771 -2.394 -2.539
H 5.346 -3.300 -2.712
C 5.438 -1.204 -2.259
C 6.941 -1.182 -2.160
H 7.276 -0.387 -1.480
H 7.428 -1.007 -3.135
H 7.319 -2.144 -1.781
C 4.675 -0.044 -2.089
H 5.200 0.895 -1.903
C 3.270 -0.066 -2.149
C 2.489 1.195 -1.994
H 1.969 1.457 -2.926
H 3.156 2.029 -1.718
H 1.720 1.082 -1.204
C 2.740 -3.809 -2.780
H 2.180 -3.882 -3.713
H 2.071 -4.082 -1.952
H 3.529 -4.565 -2.845
C -4.915 4.363 1.689
P -3.600 3.307 2.342
C -2.856 4.208 3.715
C -4.470 1.842 2.976
O -2.624 3.035 1.237
H -4.452 5.318 1.409
H -5.685 4.509 2.460
H -5.339 3.885 0.794
H -3.552 4.978 4.075
H -2.598 3.536 4.545
H -1.945 4.686 3.339
H -4.329 0.983 2.311
H -4.118 1.571 3.982
H -5.544 2.073 3.020
*
```

Summary:
Lowest unoccupied orbital energy (alpha / beta) ... 3.9428 / 3.9276 eV
Maximum force ... 3.1 eV/Å
Kohn-Sham gap (alpha / beta) ... 1.19 / 5.17 eV
Molar mass ... 562.36 g mol⁻¹
⟨S²⟩ ... 2.026
ΔE to the lowest compared entry with this formula, charge and spin ... 0.000 eV

=====

Number 1: total energy -66371.5407 eV. Number 2: total energy -73731.1474 eV. Number 3: total energy -89674.0150 eV.